This record from the OMol25 dataset describes a molecular structure, C35H67IrN13SeSi in a non-equilibrium geometry. The level of theory is the ωB97M-V functional and the def2-TZVPD basis.

Values from the calculation:
ΔE to the lowest compared entry with this formula, charge and spin = 0.0 kcal per mole
⟨S²⟩ = 0.76
Frontier orbital gap (spin up / spin down) = 8.14 / 6.28 eV
E = -4880.49936 Ha
Net charge = +2
2S+1 = 2
Lowest unoccupied orbital energy (spin up / spin down) = -0.1530 / -0.2326 Eh

CARTESIAN COORDINATES (ANGSTROEM)
Ir -0.2924 -0.5073 -0.2738
C 0.8845 -4.0344 -0.6787
N -0.3629 -4.2872 0.0128
C -0.3797 -5.5158 0.8015
C -1.4934 -3.6115 -0.2811
N -1.5047 -2.3500 -0.7077
C -2.6031 -2.0721 -1.6430
C -2.8383 -0.5956 -1.7479
N -1.5754 0.1505 -1.9549
C -1.9805 1.5856 -2.1568
C -0.9078 2.6381 -1.9805
N -0.7623 3.0246 -0.5938
C -0.4760 4.2830 -0.3445
N -0.7772 4.8026 0.8677
C -0.2002 6.0370 1.3750
C -1.8283 4.2183 1.6884
N 0.1144 5.1386 -1.2511
C -0.4278 6.4554 -1.5417
C 1.2254 4.7115 -2.0735
C -0.9515 -0.2887 -3.2478
C 0.1309 -1.3278 -3.0348
N 1.0216 -0.8584 -1.9645
C 2.2714 -0.5495 -2.2928
N 3.2560 -0.6558 -1.3696
C 3.2985 -1.7543 -0.4088
C 4.4785 0.1333 -1.4507
N 2.6581 -0.1748 -3.5481
C 1.9947 0.8353 -4.3488
C 3.8351 -0.7684 -4.1725
N -2.6628 -4.3010 -0.0933
C -3.8134 -3.7045 0.5552
C -2.9162 -5.5764 -0.7498
H 1.0342 -4.7693 -1.4769
H 1.7084 -4.1259 0.0275
H 0.8831 -3.0379 -1.0948
H -0.5740 -6.4022 0.1982
H -1.1300 -5.4497 1.5857
H 0.6003 -5.6386 1.2555
H -3.5538 -2.5176 -1.3555
H -2.3635 -2.4904 -2.6276
H -3.2892 -0.2268 -0.8381
H -3.5225 -0.3797 -2.5754
H -2.8260 1.8129 -1.5120
H -2.3490 1.6389 -3.1856
H -1.2277 3.4936 -2.5859
H 0.0248 2.2854 -2.4369
H 0.7193 6.2708 0.8464
H 0.0296 5.9068 2.4323
H -0.8878 6.8809 1.2819
H -1.9191 3.1581 1.4734
H -2.7864 4.7150 1.5088
H -1.5721 4.3433 2.7394
H -1.3095 6.6406 -0.9346
H -0.7237 6.5100 -2.5927
H 0.3014 7.2470 -1.3519
H 1.6102 3.7597 -1.7101
H 2.0292 5.4492 -2.0116
H 0.9500 4.6045 -3.1290
H -0.5033 0.5931 -3.6919
H -1.7295 -0.6362 -3.9336
H 0.6635 -1.5026 -3.9701
H -0.2905 -2.2795 -2.7206
H 3.7542 -2.6428 -0.8576
H 2.3044 -1.9877 -0.0490
H 3.9134 -1.4482 0.4378
H 4.3350 0.9860 -2.1083
H 5.3251 -0.4593 -1.8042
H 4.7133 0.5014 -0.4518
H 1.3636 1.4551 -3.7175
H 1.4048 0.4101 -5.1663
H 2.7576 1.4805 -4.7888
H 4.1676 -1.6344 -3.6053
H 4.6588 -0.0563 -4.2591
H 3.5671 -1.1036 -5.1761
H -3.5612 -2.7158 0.9289
H -4.1166 -4.3267 1.4005
H -4.6692 -3.6295 -0.1236
H -2.0632 -5.8734 -1.3528
H -3.7752 -5.4699 -1.4171
H -3.1382 -6.3664 -0.0293
C -3.5698 1.0842 1.1451
C -2.9043 -0.1259 1.7337
C -3.4848 -0.8105 2.7855
C -2.8104 -1.8750 3.3914
C -1.5370 -2.2121 2.9921
C -0.9636 -1.4244 1.9838
N -1.6684 -0.4706 1.3219
N 0.3203 -1.4223 1.5197
Si 1.6245 -1.7593 2.6930
C 2.1076 -3.5630 2.7789
C 1.0437 -1.2862 4.4268
C 3.1589 -0.7366 2.3632
H -3.9310 1.7181 1.9553
H -4.4417 0.8254 0.5424
H -2.8623 1.6573 0.5474
H -4.4572 -0.4983 3.1396
H -3.2907 -2.4234 4.1922
H -0.9867 -3.0205 3.4454
H 1.2570 -4.2337 2.6673
H 2.5355 -3.7475 3.7681
H 2.8699 -3.8407 2.0468
H 0.7275 -2.1560 5.0038
H 0.2272 -0.5673 4.4543
H 1.8859 -0.8446 4.9634
H 3.9493 -1.3332 1.9027
H 3.5409 -0.4040 3.3295
H 2.9876 0.1601 1.7630
Se 1.1252 1.3742 0.0475
C 1.0938 2.1819 1.7572
C 0.3356 1.7315 2.8248
C 0.4999 2.3620 4.0505
N 1.3389 3.3730 4.2544
C 2.0568 3.7985 3.2191
C 1.9753 3.2394 1.9519
H -0.3645 0.9232 2.7037
H -0.0714 2.0349 4.9125
H 2.7368 4.6211 3.4105
H 2.5930 3.6177 1.1464

Atomic forces in eV per Å
Ir -0.6 -1.0 -0.4
C 0.1 -0.1 0.0
N -0.2 0.0 -0.2
C -0.1 0.1 0.0
C 0.1 0.1 0.4
N 0.2 0.1 -0.1
C 0.0 0.0 0.0
C 0.0 0.0 -0.1
N 0.4 0.3 -0.1
C -0.1 -0.1 -0.1
C -0.1 0.2 -0.1
N 0.1 -0.1 -0.1
C 0.0 0.3 -0.1
N -0.1 0.0 0.0
C 0.0 0.0 0.0
C 0.0 -0.1 0.0
N -0.1 -0.2 0.1
C 0.0 0.1 0.0
C 0.0 -0.1 -0.1
C 0.1 0.0 0.1
C 0.1 0.3 0.0
N -0.5 0.0 -0.1
C 0.3 -0.2 0.4
N 0.0 -0.1 -0.1
C 0.2 0.1 -0.2
C -0.1 0.0 0.0
N 0.0 -0.1 0.1
C -0.1 0.0 0.0
C 0.0 0.0 0.0
N 0.0 -0.1 0.0
C 0.0 0.0 0.0
C 0.0 0.0 0.1
H 0.0 0.0 0.0
H 0.0 0.0 0.0
H 0.0 0.1 -0.1
H 0.0 0.0 -0.1
H 0.0 0.0 0.0
H 0.0 0.0 0.0
H 0.1 0.0 0.0
H 0.0 0.0 0.0
H 0.0 0.0 0.1
H 0.0 0.0 0.0
H 0.1 0.0 0.1
H -0.1 0.0 0.0
H 0.1 0.0 0.0
H 0.1 0.0 0.1
H 0.0 0.0 0.0
H 0.0 0.0 0.0
H 0.0 0.0 0.0
H 0.0 0.2 0.0
H 0.0 0.0 0.0
H 0.0 0.0 0.0
H 0.0 0.0 0.0
H 0.0 0.0 0.0
H 0.0 0.0 0.0
H 0.0 0.0 0.0
H 0.0 0.0 0.0
H 0.0 0.0 0.0
H 0.0 0.0 -0.1
H 0.0 0.0 0.1
H 0.1 0.1 0.0
H 0.0 0.0 0.0
H -0.1 0.0 -0.1
H 0.0 0.0 0.0
H -0.2 -0.2 -1.0
H 0.0 0.0 0.0
H 0.0 0.0 0.0
H 0.0 0.0 0.0
H 0.0 0.0 0.0
H 0.0 0.0 0.0
H 0.0 0.0 0.0
H 0.0 0.0 0.0
H 0.0 0.0 0.0
H 0.0 0.0 0.0
H 0.0 0.0 0.0
H 0.0 0.0 0.0
H 0.0 0.0 0.0
H 0.1 0.0 0.0
H 0.0 0.0 0.0
H 0.0 0.0 0.0
C 0.0 -0.1 0.0
C 0.1 0.1 0.0
C 0.0 0.0 0.0
C 0.0 0.1 0.0
C -0.3 0.3 -0.1
C 1.0 0.0 0.2
N 0.0 -0.1 0.0
N -0.2 -0.4 0.1
Si -0.2 0.3 0.1
C 0.1 0.0 -0.1
C -0.1 -0.1 -0.1
C 0.2 0.1 0.3
H 0.0 0.0 0.0
H 0.0 0.0 0.0
H 0.0 -0.1 0.0
H 0.0 0.0 0.0
H 0.0 0.0 0.0
H 0.1 0.0 0.0
H -0.1 0.0 0.0
H 0.0 0.0 0.0
H 0.0 0.0 0.0
H 0.0 0.0 0.0
H 0.0 0.0 0.0
H 0.0 0.0 0.0
H -0.1 0.3 0.8
H 0.0 0.1 0.1
H 0.1 -0.1 0.0
Se -0.2 0.5 -0.1
C 0.1 -0.2 0.1
C 0.0 0.1 0.0
C 0.0 0.0 0.0
N 0.0 0.0 0.0
C 0.0 0.0 0.0
C 0.0 0.0 0.0
H 0.0 -0.1 0.0
H 0.0 0.0 0.0
H 0.0 0.0 0.0
H 0.0 0.0 0.0

Atomic partial charges in e from the Löwdin method, atoms 1 to 5:
1. Ir 1.15
2. C -0.03
3. N -0.10
4. C -0.03
5. C -0.37